(1)
The following is a DFT calculation (the ωB97M-V functional and the def2-TZVPD basis) of a structure of composition C37H43BrF4IN6O11PS at a distorted geometry.

```
105
Properties=species:S:1:pos:R:3:forces:R:3:mulliken_charge:R:1
O -3.37861 6.07315 3.99093 -0.06 0.05 -0.08 -0.61
C 7.03241 -4.27029 -0.28409 0.03 0.00 0.00 -0.44
C -6.20937 2.79752 1.70055 0.03 0.08 -0.02 -0.44
C 1.99554 4.44994 3.82849 -0.02 0.01 0.00 -0.51
H -6.73484 1.91498 1.35893 -0.01 -0.01 0.02 0.50
C -4.72096 -2.69228 1.56446 0.57 0.20 0.01 -0.96
H 6.01349 4.39670 -0.39231 0.00 0.01 -0.01 0.40
C -2.57660 -3.16125 0.29479 0.09 -0.35 0.07 -1.57
C -4.86644 5.02573 2.56965 0.02 0.04 0.04 0.11
H 6.42497 0.62428 -2.37861 -0.05 -0.02 -0.04 0.52
H -7.02803 4.07425 0.17981 0.00 0.00 0.00 0.39
H -2.08970 -2.18586 0.27797 -0.06 -0.24 -0.04 0.14
H 8.66237 -5.55702 -0.81538 0.00 0.00 0.01 0.38
C -4.08787 -3.01364 0.16282 -0.48 -0.11 0.22 1.59
O 4.61649 -0.53365 -3.43603 -0.07 0.10 -0.02 -0.63
N -4.13323 6.21460 3.04367 0.00 0.05 -0.06 1.00
H -4.00506 -2.11696 2.16411 -0.09 -0.22 -0.20 0.39
F -6.93710 -2.31024 0.77978 -0.42 -0.26 -0.43 -0.25
C 5.58373 3.58893 -0.96983 -0.03 -0.06 -0.02 -0.58
C 1.44292 3.32410 3.23950 0.07 0.02 0.02 -0.47
O -6.17344 -0.91348 2.22611 -0.39 2.69 1.86 -0.45
H -6.12102 -0.70220 -1.45412 0.10 0.10 -0.22 0.31
H 1.61003 -2.99291 -2.07390 -0.18 0.09 0.14 0.29
H -2.17330 -3.79932 -0.50093 -0.25 0.32 0.26 0.23
C 0.57344 -3.66778 -0.32353 -0.02 -0.07 -0.03 -1.54
S -1.07598 0.94969 -2.70175 0.15 0.29 0.52 -0.22
N -0.52849 1.98003 2.65873 -0.02 -0.05 -0.14 1.05
F -5.95593 -4.55802 -0.00331 -0.13 0.07 0.06 -0.28
C -5.69962 5.14090 1.47204 -0.03 -0.02 -0.06 -0.42
O -4.53819 -2.11994 -0.84743 0.45 0.04 -0.08 -0.35
O 0.21052 1.20692 2.08391 -0.08 0.05 0.09 -0.59
H -1.30834 -2.50680 -1.85542 -0.06 0.22 -0.10 -0.53
H -2.05600 -0.98550 -4.96765 -0.17 -0.13 -0.06 0.22
O 2.70529 0.45886 -3.39483 0.07 -0.04 -0.12 -0.63
N -5.38234 -0.02728 -1.26045 0.02 -0.40 0.44 -0.50
H -0.69177 0.54738 -3.93146 -0.02 -0.06 -0.09 0.06
H 1.61785 6.26137 4.91150 0.00 0.00 0.01 0.39
F -4.53036 -4.62552 -1.59874 -0.52 -0.34 0.47 -0.16
C -4.68855 3.83273 3.24324 0.04 -0.08 0.04 -0.31
C 2.58236 -2.09537 -0.38502 0.06 -0.13 0.03 -1.41
F -4.00303 -5.38873 0.34224 0.02 0.00 0.19 -0.33
C 4.48623 1.52918 -2.40471 -0.01 -0.05 -0.04 0.18
H -1.88792 -2.74430 -5.02959 -0.23 0.15 -0.03 0.29
O -4.31763 7.26495 2.46271 0.03 -0.12 0.09 -0.61
O 8.09246 0.19683 0.64927 -0.08 -0.08 -0.02 -0.61
H -4.90400 -3.63945 2.09060 -0.07 0.22 -0.10 0.59
H 1.28433 -4.43987 -0.00313 -0.12 0.16 -0.01 0.57
H 10.37671 -3.79307 -0.57485 0.00 0.00 0.00 0.38
O -2.96866 -3.45066 -2.83374 0.70 0.20 -0.86 -0.50
C -3.25384 -0.74246 -2.48019 0.74 -0.02 0.85 0.23
P -3.75724 -2.18763 -3.58267 -0.03 -0.09 0.14 0.01
C 5.82710 1.47274 -2.08004 0.16 -0.01 0.09 -0.46
C -4.13779 -0.76409 -1.12840 -0.40 0.25 0.07 -0.23
H 5.61581 -2.74191 0.27539 0.01 0.03 0.00 0.52
H -5.80865 6.09088 0.97070 0.02 0.01 0.02 0.47
N 7.22549 -0.65644 0.58704 -0.06 0.07 -0.01 1.07
O -1.74184 1.85450 2.71588 0.13 0.04 0.09 -0.56
H 2.90625 -2.81922 0.37784 -0.09 0.15 -0.19 0.48
H -2.34082 -3.63514 1.25799 -0.07 0.11 -0.26 0.51
N -1.80087 -0.47396 -2.12380 -0.30 -0.43 -1.29 1.05
H -1.82584 3.90020 3.95799 0.00 0.01 -0.02 0.28
C -5.97578 -1.85248 1.58770 0.80 -2.48 -1.58 0.27
C 4.23833 3.62579 -1.31642 0.02 -0.01 0.03 -0.50
C -2.61792 -1.92202 -5.00976 0.33 -0.06 -0.24 -1.06
H 6.28236 -5.04216 -0.38980 0.00 0.00 0.00 0.39
I -3.02492 0.28499 0.42843 -0.34 0.18 0.23 0.23
C 0.07136 3.15806 3.30903 -0.01 -0.02 -0.04 -0.01
C 7.63044 -2.02395 0.20876 -0.03 0.05 0.00 0.07
C -0.19477 5.18916 4.51697 0.04 0.02 0.02 -0.47
H 3.62110 4.46157 -1.01566 0.00 0.01 0.00 0.43
C -0.76081 4.06523 3.93774 -0.01 0.02 -0.01 -0.01
H 2.62810 2.58728 -2.30997 0.00 -0.04 0.00 0.53
C 8.96887 -2.28214 -0.02154 0.05 -0.04 -0.01 -0.49
C 6.37672 2.51418 -1.35064 -0.02 0.06 0.00 -0.35
C 0.41591 -1.32706 -1.37480 0.05 -0.13 0.05 -0.14
C 3.67356 2.58658 -2.03911 -0.02 0.06 0.02 -0.44
C 1.17986 5.37967 4.46252 -0.01 -0.04 -0.02 -0.49
C -4.66130 -4.39731 -0.29717 0.05 0.00 -0.01 0.25
C -0.83326 -1.59710 -2.21007 0.02 -0.17 0.07 -0.49
C 6.64965 -2.99119 0.08730 -0.02 -0.06 -0.02 -0.27
O 6.04689 -0.45966 0.80502 0.10 0.04 0.00 -0.57
Br -3.95400 0.64903 -3.63392 -0.31 0.24 -0.29 0.02
C -5.36559 2.71096 2.79936 0.00 -0.10 -0.01 -0.53
H 9.69920 -1.49442 0.08657 -0.03 0.02 0.00 0.46
C 8.37039 -4.55717 -0.52248 -0.01 0.03 0.01 -0.45
H -5.63050 0.41808 -0.38224 0.13 -0.03 -0.12 0.16
H -2.99837 -4.22210 -3.41812 -0.08 0.08 0.29 0.31
H -0.19376 -4.17958 -0.92176 0.23 0.20 0.10 0.35
H -0.83200 5.91714 4.99961 -0.02 -0.01 -0.02 0.42
H 0.08144 -3.25052 0.56577 0.19 -0.13 -0.10 0.16
H 7.42077 2.47671 -1.07238 -0.01 0.00 0.02 0.38
N 3.89412 0.40113 -3.14583 -0.09 -0.10 0.16 1.13
C 9.33548 -3.56696 -0.38968 -0.02 -0.01 0.00 -0.42
C -6.37532 4.00917 1.03979 0.02 -0.02 0.02 -0.54
H 2.05466 2.59095 2.73537 -0.03 -0.02 -0.01 0.58
H 3.41704 -1.97216 -1.08985 -0.23 0.05 0.11 0.18
H -3.21042 -1.94706 -5.93019 0.18 0.09 0.11 0.38
H -4.02971 3.78634 4.09561 -0.02 0.01 0.03 0.52
C 1.29304 -2.56663 -1.10813 0.24 0.12 -0.10 0.93
H 2.42997 -1.13283 0.11864 0.01 -0.18 -0.03 0.29
H -5.22255 1.76539 3.30454 -0.03 -0.02 -0.03 0.44
H -0.54486 -1.76751 -3.25904 -0.02 -0.06 0.10 0.24
H 3.06532 4.60326 3.78573 0.00 0.00 0.01 0.40
H 1.04310 -0.58487 -1.87778 -0.14 -0.02 0.19 0.19
H 0.09167 -0.90290 -0.41087 0.15 -0.03 -0.12 0.07
```
Forces are in eV/Å.

The largest force on an atom is 3.30 eV Å⁻¹. The HOMO energy is -8.1 eV. The electronic energy is -179655.4931 eV. As for the lowest unoccupied orbital energy: -0.62 eV. For the molecular weight, the calculation gives 1093.6 g mol⁻¹.

---

(2)
The following is a DFT calculation (the ωB97M-V functional and the def2-TZVPD basis) of a structure of composition C37H43MoN4O4P2Si2.

```
93
Properties=species:S:1:pos:R:3:forces:R:3:lowdin_spin:R:1
H 1.84823 -4.92586 -2.22937 0.00 -0.01 0.00 0.00
C 5.15059 1.01101 2.32810 0.01 0.00 -0.03 0.00
H 0.17421 4.13178 2.65252 0.00 0.00 0.01 0.00
C 2.10003 -4.45478 -1.28812 -0.02 0.04 -0.02 0.00
H 1.09414 3.96032 -2.72595 0.01 0.01 0.01 0.00
C 2.87889 -5.12857 -0.35885 0.01 0.02 0.02 0.00
C 2.13475 4.25915 1.78940 0.02 -0.01 -0.02 0.00
C 4.14819 0.60056 3.19309 -0.02 -0.01 0.03 0.00
O -6.62269 -3.89731 0.67791 -0.02 0.04 -0.08 0.00
H 3.86644 -5.01836 1.54565 0.00 -0.01 -0.01 0.00
H -2.78527 3.19252 -4.28168 0.01 0.01 0.02 0.00
H 1.45254 -2.51398 3.40121 0.05 0.00 0.00 0.00
H -1.16416 1.36803 3.57960 0.02 0.00 -0.03 0.00
H 2.21170 -0.28186 3.38019 0.00 0.00 0.02 0.00
C 2.80611 -0.07968 1.31908 0.00 -0.01 -0.13 0.00
C 2.80170 -3.21846 1.09668 -0.01 0.00 -0.02 0.00
H -0.04796 -3.19067 4.00439 0.01 0.00 -0.02 0.00
C -3.72341 0.79337 -2.53855 -0.03 0.08 0.03 0.00
H -3.66087 3.01794 -0.10816 0.00 0.00 0.00 0.00
O -6.83227 -1.69930 1.01625 -0.22 -0.30 0.03 0.00
C 2.97756 0.04622 2.69286 0.00 0.09 -0.04 0.00
H -2.48470 4.19197 -0.72317 0.00 0.00 -0.01 0.00
H -3.30253 -0.21752 -2.53872 0.05 0.02 0.01 0.00
H -4.33702 -4.64305 0.08688 0.03 0.02 -0.01 0.00
H -1.57993 -4.54100 -1.51362 -0.02 0.02 -0.01 0.00
H -1.32291 3.83117 -3.54649 0.01 -0.02 0.02 0.00
C 1.13769 2.61055 -0.21774 0.04 -0.01 -0.13 0.00
Si -2.48637 2.14361 -2.10349 -0.05 0.09 -0.04 0.01
H -6.26071 -0.88680 1.01394 0.05 0.21 -0.14 0.00
H -4.58388 0.80743 -1.86749 0.00 -0.02 -0.01 0.00
H 0.81431 -1.99167 4.95699 -0.02 0.03 -0.01 0.00
H -2.53347 -1.31182 4.33811 0.01 -0.04 0.00 0.00
H 5.77381 1.18446 0.27941 0.01 0.00 0.00 0.00
H 6.06203 1.43890 2.72395 0.01 0.00 0.00 0.00
O -2.97564 0.57301 0.48119 -0.12 -0.05 0.23 0.04
H -1.30338 2.23804 -4.31496 -0.02 -0.01 0.01 0.00
C -2.28571 -1.39222 3.27528 0.05 -0.07 -0.02 0.00
P 0.50782 1.40529 -1.41483 0.32 0.10 0.36 0.02
C 1.95310 3.44650 -4.62110 -0.01 0.01 0.05 0.00
H 2.06773 4.47588 -4.93291 0.00 0.00 0.00 0.00
C 2.45549 3.06328 -0.26977 -0.05 0.01 0.00 0.00
C 2.21506 1.09176 -5.06555 0.01 0.01 0.00 0.00
C 3.82044 0.32830 0.45070 0.02 -0.07 0.10 0.00
H 3.69001 0.21806 -0.62056 0.01 0.00 -0.02 0.00
H -0.71396 2.67051 0.87406 0.02 0.00 0.02 0.00
C 0.81816 3.82409 1.83906 -0.04 -0.01 0.01 0.00
H 3.22841 -6.13034 -0.57051 0.00 0.00 0.00 0.00
H -1.65746 -5.16191 0.13833 -0.01 -0.01 -0.01 0.00
H -0.28188 0.70552 4.94891 0.01 -0.02 -0.01 0.00
H 4.27738 0.70489 4.26217 0.00 0.00 0.00 0.00
C 1.40529 3.15700 -3.38243 0.03 -0.05 -0.02 0.00
C -0.29669 0.76212 3.85734 -0.02 -0.01 -0.03 0.00
C -3.23515 3.45214 -1.01281 0.00 -0.04 -0.03 0.00
Mo -1.17549 -0.34461 -0.15050 -0.22 0.16 -0.74 1.68
C 1.66627 0.79632 -3.82675 -0.02 0.02 -0.01 0.00
H 1.05585 -2.62872 -1.74514 0.01 0.00 -0.02 0.00
C -2.69167 -3.32785 -0.15361 0.07 0.05 -0.01 0.01
H -2.94286 -0.69931 2.75338 -0.02 0.02 0.01 0.00
H -4.09824 0.96903 -3.54942 -0.02 -0.02 0.01 0.00
C -6.16716 -2.78204 0.69383 0.02 -0.05 0.20 0.00
C -3.88237 -1.54899 0.27818 0.11 0.13 0.17 0.01
C -4.72569 -2.60331 0.36235 -0.01 -0.09 -0.10 0.00
H 0.59368 1.29685 3.52754 0.02 -0.01 0.01 0.00
O -5.17808 0.33198 0.85303 0.17 0.12 0.10 0.01
N -3.95469 -3.70538 0.08525 -0.08 -0.06 0.01 0.00
Si -0.48650 -0.94003 3.10553 -0.03 0.08 0.08 0.01
C 1.65297 -3.16814 -1.02077 0.04 -0.04 0.04 0.00
H -4.03070 3.97984 -1.54523 0.01 0.00 0.00 0.00
C 3.23477 -4.50703 0.83171 0.01 -0.02 -0.02 0.00
C 1.25857 1.82777 -2.98406 -0.09 -0.08 -0.06 0.00
H 3.12979 -2.72422 2.00314 -0.02 0.00 0.00 0.00
C -4.07160 -0.10503 0.57178 0.09 -0.11 -0.22 0.01
C -1.89890 2.91761 -3.70225 -0.04 0.01 0.02 0.00
P 1.40042 -0.87582 0.52618 0.00 0.08 -0.05 0.03
N -2.61376 -2.00402 -0.04142 0.05 0.36 -0.11 0.02
C 0.31904 2.99985 0.84156 -0.02 -0.01 -0.02 0.00
H 3.09772 2.77459 -1.09227 0.01 0.01 -0.02 0.00
H -0.62753 -3.77409 -0.23598 -0.03 -0.03 0.01 0.00
H 2.52167 4.90216 2.56894 0.00 0.00 0.00 0.00
H 2.53387 0.29201 -5.72036 0.00 0.00 -0.01 0.00
H 2.78409 2.64648 -6.42679 0.00 0.00 -0.01 0.00
C 1.98384 -2.55109 0.18427 0.08 0.05 0.08 0.00
C 2.35557 2.41500 -5.46068 -0.01 -0.02 0.01 0.00
H -2.50751 -2.41642 2.96644 -0.01 0.03 -0.04 0.00
C 4.98968 0.86998 0.95548 0.00 -0.02 -0.02 0.00
C 0.53800 -2.27133 3.93815 -0.03 0.01 0.01 0.00
C -1.57639 -4.25564 -0.46074 0.00 0.02 0.03 0.00
H 1.55521 -0.23158 -3.50198 0.00 0.00 0.00 0.00
H 3.97789 4.22312 0.68959 0.00 0.00 0.00 0.00
C 2.95254 3.88020 0.73341 -0.01 0.01 -0.01 0.00
N -0.01369 -0.85119 1.39261 0.04 -0.22 0.52 0.05
C 0.75397 -0.20598 -0.89209 0.09 -0.15 0.03 0.03
N -1.10634 1.37878 -1.30869 -0.28 -0.26 0.02 0.03
```
Forces are in eV/Å.

The largest force on an atom is 0.79 eV Å⁻¹. The HOMO energy (spin up / spin down) is -10.6 / -11.4 eV. The expectation value of S² is 2.01. The electronic energy is -89407.3224 eV. As for the lowest unoccupied orbital energy (spin up / spin down): -3.61 / -3.27 eV. As for the charge: +1. For the molecular weight, the calculation gives 821.8 g mol⁻¹. The spin multiplicity is 3.